[1]
{
  "formula": "C7H8N2O5Sr",
  "method": "ωB97M-V/def2-TZVPD",
  "symbols": ["Sr", "C", "O", "C", "O", "C", "O", "C", "O", "C", "H", "H", "C", "H", "H", "N", "C", "N", "O", "H", "H", "H", "H"],
  "coordinates": [[0.001, -0.407, -0.694], [-0.005, 2.032, 0.690], [-0.007, 2.918, 1.426], [-0.005, 2.100, -1.972], [-0.007, 3.215, -2.253], [-2.642, 0.173, -0.915], [-3.776, 0.330, -0.843], [2.641, 0.184, -0.916], [3.775, 0.345, -0.843], [0.004, -2.022, -3.199], [0.947, -2.582, -3.053], [-0.936, -2.586, -3.053], [0.001, -0.737, -3.596], [-0.918, -0.199, -3.859], [0.919, -0.195, -3.859], [-1.145, -0.272, 3.563], [0.002, -0.412, 2.868], [1.145, -0.261, 3.567], [0.004, -0.655, 1.624], [-1.098, -0.110, 4.566], [-2.026, -0.388, 3.092], [2.030, -0.371, 3.094], [1.097, -0.101, 4.566]],
  "relative_energy_kj_mol": 0.0,
  "homo_ev": -17.312,
  "total_charge": 2,
  "e_lumo_ev": -7.8,
  "homo_lumo_gap_ha": 0.3502
}



[2]
{
  "formula": "C7H10",
  "method": "ωB97M-V/def2-TZVPD",
  "symbols": ["C", "C", "C", "C", "C", "C", "C", "H", "H", "H", "H", "H", "H", "H", "H", "H", "H"],
  "coordinates": [[-0.079, -1.573, 0.080], [-0.873, -0.640, -0.479], [-1.535, 0.701, -0.206], [-0.502, 1.483, 0.560], [-0.321, 1.327, -0.921], [0.158, -0.077, -1.383], [1.147, -1.080, -0.697], [-0.171, -2.239, 0.934], [-2.582, 0.982, -0.245], [-0.804, 2.482, 0.869], [0.150, 0.974, 1.267], [-0.320, 2.201, -1.567], [0.017, -0.209, -2.460], [1.856, -0.579, -0.026], [1.701, -1.763, -1.353], [1.423, -0.968, 2.674], [0.736, -1.023, 2.952]],
  "relative_energy_kj_mol": 524.5,
  "homo_ev": -8.650,
  "e_lumo_ev": 1.1,
  "smiles": "C1=C2[C@H]3C[C@H]3[C@H]2C1.[H][H]",
  "homo_lumo_gap_ha": 0.3599
}



[3]
{
  "formula": "C4H12N3",
  "method": "ωB97M-V/def2-TZVPD",
  "symbols": ["C", "C", "N", "N", "C", "C", "N", "H", "H", "H", "H", "H", "H", "H", "H", "H", "H", "H", "H"],
  "coordinates": [[2.576, -0.957, 0.221], [1.713, 0.249, -0.173], [0.342, -0.138, -0.137], [-0.654, 0.573, -0.005], [-0.961, 1.942, 0.066], [-1.986, -0.280, 0.058], [-1.651, -1.596, -0.114], [2.200, -1.828, -0.341], [3.566, -0.738, -0.072], [2.510, -1.274, 1.291], [1.672, 0.172, -1.299], [2.151, 1.167, 0.136], [-1.957, 2.077, 0.507], [-0.239, 2.633, 0.563], [-1.162, 2.199, -0.973], [-2.697, 0.178, -0.571], [-2.371, -0.089, 1.066], [-1.351, -2.153, 0.668], [-1.700, -2.136, -0.890]],
  "relative_energy_kj_mol": 389.0,
  "homo_ev": -14.050,
  "total_charge": 1,
  "e_lumo_ev": -4.5,
  "smiles": "CC/N=[N+](\\C)CN",
  "homo_lumo_gap_ha": 0.3515
}



[4]
{
  "formula": "C35H38AlAsBr2F6NO4PS5",
  "method": "ωB97M-V/def2-TZVPD",
  "symbols": ["Al", "C", "C", "S", "C", "C", "S", "C", "C", "S", "H", "H", "H", "H", "H", "H", "H", "H", "H", "H", "H", "H", "Br", "C", "Br", "H", "H", "C", "C", "As", "C", "C", "C", "C", "C", "C", "C", "C", "C", "C", "C", "C", "P", "C", "C", "C", "C", "C", "C", "C", "C", "C", "C", "C", "C", "H", "H", "H", "H", "H", "H", "H", "H", "H", "H", "H", "H", "H", "H", "H", "H", "H", "H", "H", "H", "H", "H", "H", "H", "F", "C", "F", "F", "S", "O", "O", "N", "S", "O", "O", "C", "F", "F", "F"],
  "coordinates": [[1.976, -1.007, 0.309], [0.660, -1.988, 3.952], [0.020, -2.876, 2.891], [0.553, -2.820, 1.142], [1.618, -4.266, 0.934], [2.839, -4.279, 1.833], [3.790, -2.779, 1.534], [4.444, -2.339, 3.162], [3.495, -1.578, 4.072], [2.154, -2.577, 4.783], [-0.085, -1.898, 4.745], [0.829, -0.980, 3.586], [-1.040, -2.629, 2.804], [0.092, -3.933, 3.151], [1.880, -4.270, -0.127], [0.978, -5.131, 1.116], [3.459, -5.143, 1.599], [2.557, -4.308, 2.887], [5.337, -1.745, 2.957], [4.777, -3.270, 3.622], [3.059, -0.723, 3.553], [4.063, -1.185, 4.917], [1.387, 1.148, 2.190], [2.601, 2.665, 1.838], [2.883, 3.132, 0.027], [3.547, 2.378, 2.283], [2.120, 3.487, 2.360], [-0.372, 1.655, -0.819], [-1.694, 2.077, -1.434], [-1.997, 3.945, -0.838], [-2.217, 3.483, 1.045], [-1.282, 3.969, 1.955], [-1.407, 3.692, 3.313], [-2.480, 2.939, 3.766], [-3.420, 2.455, 2.864], [-3.286, 2.719, 1.509], [-3.873, 4.109, -1.329], [-4.480, 3.320, -2.299], [-5.821, 3.505, -2.612], [-6.561, 4.475, -1.957], [-5.957, 5.272, -0.994], [-4.619, 5.093, -0.684], [0.014, -0.119, -0.949], [-1.473, -0.872, -0.220], [-1.719, -0.559, 1.122], [-2.855, -1.031, 1.759], [-3.761, -1.820, 1.061], [-3.534, -2.110, -0.276], [-2.399, -1.635, -0.920], [0.055, -0.574, -2.685], [0.152, 0.405, -3.671], [0.044, 0.053, -5.008], [-0.153, -1.272, -5.364], [-0.199, -2.261, -4.388], [-0.084, -1.915, -3.053], [-0.389, 1.852, 0.256], [0.473, 2.220, -1.229], [-2.526, 1.453, -1.099], [-1.672, 2.068, -2.524], [-0.463, 4.588, 1.607], [-0.688, 4.091, 4.015], [-2.600, 2.753, 4.825], [-4.270, 1.890, 3.220], [-4.037, 2.358, 0.815], [-3.921, 2.563, -2.835], [-6.285, 2.890, -3.372], [-7.605, 4.617, -2.200], [-6.527, 6.039, -0.488], [-4.159, 5.726, 0.067], [-1.046, 0.086, 1.675], [-3.047, -0.760, 2.787], [-4.652, -2.187, 1.551], [-4.251, -2.699, -0.830], [-2.260, -1.851, -1.970], [0.292, 1.444, -3.406], [0.107, 0.816, -5.770], [-0.260, -1.540, -6.406], [-0.326, -3.296, -4.667], [-0.134, -2.695, -2.298], [6.083, 0.113, 0.714], [6.020, -0.747, -0.279], [6.805, -0.410, -1.253], [6.249, -1.958, 0.138], [4.215, -0.461, -0.965], [3.479, 0.070, 0.270], [4.435, 0.445, -2.035], [3.099, -1.622, -1.273], [3.697, -2.797, -2.305], [2.943, -3.988, -2.103], [5.114, -2.737, -2.125], [3.414, -2.196, -4.082], [2.801, -1.028, -4.082], [2.693, -3.108, -4.702], [4.584, -2.078, -4.657]],
  "relative_energy_kj_mol": 17.1,
  "homo_ev": -12.479,
  "total_charge": 2,
  "e_lumo_ev": -5.8,
  "homo_lumo_gap_ha": 0.2455
}



[5]
{
  "formula": "C20H31N2O3PPtSe",
  "method": "ωB97M-V/def2-TZVPD",
  "symbols": ["Pt", "C", "N", "C", "C", "C", "C", "C", "C", "C", "C", "H", "H", "H", "H", "H", "H", "H", "H", "H", "H", "H", "H", "C", "C", "O", "P", "O", "C", "C", "O", "C", "C", "H", "H", "H", "H", "H", "H", "H", "H", "H", "H", "H", "H", "H", "H", "H", "Se", "C", "C", "C", "N", "C", "C", "H", "H", "H", "H"],
  "coordinates": [[-0.119, 1.163, -0.762], [0.133, 4.050, -1.250], [-0.138, 2.859, -2.103], [-1.405, 3.066, -2.838], [1.008, 2.640, -3.034], [2.108, 1.895, -2.316], [3.441, 1.961, -2.695], [4.384, 1.133, -2.099], [4.011, 0.212, -1.129], [2.686, 0.122, -0.719], [1.780, 1.008, -1.279], [0.127, 4.950, -1.869], [1.109, 3.950, -0.777], [-0.642, 4.145, -0.491], [-1.331, 3.961, -3.461], [-2.219, 3.199, -2.127], [-1.611, 2.205, -3.471], [1.344, 3.590, -3.453], [0.641, 2.022, -3.857], [3.738, 2.650, -3.476], [5.417, 1.191, -2.413], [4.747, -0.451, -0.695], [2.387, -0.625, 0.002], [1.482, 1.912, 3.733], [1.539, 0.832, 2.685], [0.164, 0.503, 2.301], [-0.326, -0.242, 1.002], [-1.840, -0.487, 1.293], [-2.700, 0.217, 2.266], [-2.832, -0.610, 3.516], [0.385, -1.618, 0.862], [0.418, -2.583, 1.999], [-0.516, -3.727, 1.732], [2.495, 2.143, 4.062], [0.910, 1.585, 4.600], [1.035, 2.823, 3.338], [1.986, -0.086, 3.066], [2.086, 1.157, 1.798], [-3.646, 0.337, 1.743], [-2.262, 1.194, 2.461], [-3.215, -1.603, 3.287], [-3.538, -0.123, 4.190], [-1.878, -0.698, 4.034], [0.161, -2.040, 2.909], [1.459, -2.893, 2.048], [-1.546, -3.387, 1.663], [-0.445, -4.439, 2.556], [-0.245, -4.247, 0.813], [-1.248, -0.330, -2.230], [-1.564, -2.110, -1.685], [-2.751, -2.424, -1.033], [-3.075, -3.769, -0.916], [-2.311, -4.750, -1.383], [-1.184, -4.429, -2.010], [-0.753, -3.122, -2.191], [-3.411, -1.657, -0.659], [-3.993, -4.068, -0.426], [-0.599, -5.256, -2.396], [0.165, -2.905, -2.718]],
  "relative_energy_kj_mol": 0.0,
  "homo_ev": -15.183,
  "total_charge": 2,
  "e_lumo_ev": -8.8,
  "homo_lumo_gap_ha": 0.2352
}



[6]
{
  "formula": "C16H14BBrO2Tc",
  "method": "ωB97M-V/def2-TZVPD",
  "symbols": ["C", "C", "C", "H", "C", "C", "H", "H", "H", "H", "Tc", "Br", "C", "C", "C", "H", "C", "C", "H", "H", "H", "H", "O", "B", "O", "C", "C", "C", "C", "C", "C", "H", "H", "H", "H"],
  "coordinates": [[-0.921, -1.233, -3.387], [-1.027, -2.258, -2.396], [-1.708, -1.701, -1.259], [-0.646, -3.275, -2.476], [-2.034, -0.331, -1.555], [-1.549, -0.044, -2.868], [-1.663, 0.910, -3.380], [-0.477, -1.352, -4.375], [-1.956, -2.230, -0.345], [-2.552, 0.364, -0.898], [0.108, -0.567, -1.609], [1.111, -2.243, 0.610], [2.458, 0.753, -1.050], [1.384, 1.394, -1.767], [1.155, 0.640, -2.976], [0.903, 2.337, -1.522], [1.954, -0.571, -2.890], [2.820, -0.431, -1.736], [3.595, -1.132, -1.453], [2.922, 1.145, -0.156], [0.663, 1.018, -3.862], [2.033, -1.331, -3.666], [-1.139, -0.471, 1.491], [0.181, -0.456, 0.929], [0.965, 0.586, 1.526], [0.193, 1.037, 2.569], [0.669, 1.601, 3.735], [-0.121, 1.482, 4.887], [-1.388, 0.895, 4.837], [-1.903, 0.390, 3.637], [-1.081, 0.422, 2.530], [1.653, 2.067, 3.739], [0.275, 1.845, 5.837], [-1.989, 0.808, 5.743], [-2.887, -0.067, 3.556]],
  "spin_multiplicity": 4,
  "homo_ev": [-3.941, -7.645],
  "e_lumo_ev": [0.0, -2.0],
  "homo_lumo_gap_ha": [0.1465, 0.2070]
}